Run a
Here is an isolated molecule of C2H7NS from the OMol25 dataset. Energies are from wB97M-V/def2-TZVPD.

* net charge: 0
* E_HOMO: -9.01 eV
* orbital gap: 10.0 eV
* lowest unoccupied orbital energy: 1.0 eV
* structure (SMILES): NCCS

Positions of all 11 atoms, in Å:
1 N -2.040 -0.843 -0.773
2 C -1.075 -0.310 0.167
3 C 0.339 -0.373 -0.418
4 S 1.491 0.788 0.404
5 H -2.990 -0.519 -0.626
6 H -2.033 -1.854 -0.829
7 H -1.286 0.740 0.334
8 H -1.115 -0.820 1.132
9 H 0.282 -0.071 -1.458
10 H 0.770 -1.374 -0.404
11 H 2.002 -0.108 1.255

***

Run b
Here is an isolated molecule of C2H7NS from the OMol25 dataset. Energies are from wB97M-V/def2-TZVPD.

* net charge: 0
* E_HOMO: -8.67 eV
* orbital gap: 9.7 eV
* lowest unoccupied orbital energy: 1.0 eV
* structure (SMILES): CSCN

Positions of all 11 atoms, in Å:
1 C 0.875 0.209 1.429
2 S 1.369 -0.056 -0.362
3 C -0.164 0.153 -1.291
4 N -1.180 -0.791 -0.806
5 H 0.495 -0.700 1.908
6 H 1.836 0.467 1.868
7 H 0.114 0.983 1.550
8 H -0.473 1.201 -1.230
9 H 0.108 0.040 -2.351
10 H -0.894 -1.160 0.084
11 H -2.087 -0.344 -0.798

***

Run c
Here is a 2-piece molecular cluster, C2H7NS overall from the OMol25 dataset. Energies are from wB97M-V/def2-TZVPD.

* net charge: 0
* E_HOMO: -9.16 eV
* orbital gap: 9.8 eV
* lowest unoccupied orbital energy: 0.7 eV
* structure (SMILES): C=C.NS

Positions of all 11 atoms, in Å:
1 C 1.287 -1.189 1.451
2 C 0.055 -1.291 1.073
3 H 2.155 -1.446 0.854
4 H 1.600 -0.735 2.330
5 H -0.828 -0.875 1.684
6 H -0.267 -1.660 0.017
7 N 0.689 1.307 -2.714
8 S -0.235 0.710 -1.419
9 H 1.567 1.570 -2.464
10 H 0.849 0.633 -3.368
11 H -1.035 1.789 -1.607

***

The relative energies come out as run a 0.0; run b 6.2; run c 45.8, with values in kcal/mol.

***

Run a
Here is an isolated ion of composition C3H7NO2 and charge +1 from the OMol25 dataset. Energies are from wB97M-V/def2-TZVPD.

* net charge: +1
* E_HOMO (alpha / beta): -14.96 / -14.95 eV
* 2S+1: 2
* orbital gap (alpha / beta): 10.9 / 5.0 eV
* lowest unoccupied orbital energy (alpha / beta): -4.1 / -9.9 eV

Positions of all 13 atoms, in Å:
1 C -0.675 0.665 -0.350
2 C 0.124 -0.486 0.347
3 C 1.231 -1.017 -0.639
4 O 2.189 -2.006 -0.171
5 O 1.478 -0.322 -1.565
6 N -1.935 0.917 0.368
7 H -0.143 1.619 -0.502
8 H -1.049 0.343 -1.391
9 H 0.653 0.043 1.186
10 H -0.513 -1.253 0.687
11 H 2.642 -1.345 0.428
12 H -2.192 1.835 0.193
13 H -1.812 1.007 1.407

***

Run b
Here is an isolated ion of composition C3H7NO2 and charge +1 from the OMol25 dataset. Energies are from wB97M-V/def2-TZVPD.

* net charge: +1
* E_HOMO (alpha / beta): -15.16 / -15.15 eV
* 2S+1: 2
* orbital gap (alpha / beta): 11.0 / 5.8 eV
* lowest unoccupied orbital energy (alpha / beta): -4.1 / -9.3 eV

Positions of all 13 atoms, in Å:
1 O -2.636 0.222 -1.505
2 C -2.079 0.041 -0.463
3 C -0.646 0.497 -0.379
4 N 0.108 -0.509 0.422
5 C 1.451 -0.218 0.860
6 O 2.288 0.332 -0.162
7 H -2.531 -0.575 0.351
8 H -0.269 0.535 -1.407
9 H -0.679 1.484 0.089
10 H -0.094 -1.498 0.254
11 H 1.927 -1.141 1.219
12 H 1.428 0.513 1.673
13 H 1.733 0.317 -0.952

***

Run c
Here is a 2-piece molecular cluster, C3H7NO2 overall from the OMol25 dataset. Energies are from wB97M-V/def2-TZVPD.

* net charge: +1
* E_HOMO (alpha / beta): -14.65 / -14.57 eV
* 2S+1: 2
* orbital gap (alpha / beta): 9.5 / 5.7 eV
* lowest unoccupied orbital energy (alpha / beta): -5.2 / -8.9 eV

Positions of all 13 atoms, in Å:
1 C 0.281 -0.475 -0.974
2 C 0.531 -1.812 -1.141
3 N 1.056 0.396 -0.247
4 H -0.651 -0.029 -1.315
5 H -0.331 -2.461 -1.262
6 H 1.515 -2.269 -1.148
7 H 0.197 0.823 0.872
8 H 1.947 -0.006 0.038
9 H 1.195 1.316 -0.669
10 O -1.884 0.668 0.401
11 C -1.484 1.130 1.457
12 O -0.212 1.381 1.700
13 H -2.159 1.339 2.288

***

The relative energies come out as run a 23.0; run b 18.5; run c 0.0, with values in kcal/mol.

***

Run a
Here is C5H9Br3O3 as an isolated structure from the OMol25 dataset. Energies are from wB97M-V/def2-TZVPD.

* net charge: 0
* E_HOMO: -10.34 eV
* orbital gap: 10.0 eV
* lowest unoccupied orbital energy: -0.3 eV

Positions of all 20 atoms, in Å:
1 C -30.572 5.669 -22.203
2 C -29.358 4.776 -22.515
3 O -28.429 4.919 -21.480
4 C -27.631 6.017 -21.368
5 O -27.524 6.984 -22.170
6 O -26.852 5.734 -20.311
7 C -25.908 6.650 -19.895
8 H -31.000 5.255 -21.290
9 H -31.301 5.622 -23.013
10 H -30.259 6.704 -22.066
11 H -28.937 5.037 -23.486
12 H -29.640 3.737 -22.680
13 H -26.385 7.625 -19.793
14 H -25.145 6.740 -20.668
15 H -25.506 6.434 -18.906
16 C -19.589 2.838 -16.844
17 Br -21.314 3.714 -17.034
18 Br -19.755 1.005 -16.061
19 Br -18.403 3.804 -15.597
20 H -19.118 2.740 -17.822

***

Run b
Here is C5H9Br3O3 as an isolated structure from the OMol25 dataset. Energies are from wB97M-V/def2-TZVPD.

* net charge: 0
* E_HOMO: -10.46 eV
* orbital gap: 10.0 eV
* lowest unoccupied orbital energy: -0.4 eV

Positions of all 20 atoms, in Å:
1 C -0.907 1.062 3.573
2 C -1.191 1.228 2.051
3 O -0.115 0.720 1.287
4 C 0.967 1.487 1.252
5 O 1.094 2.698 1.412
6 O 2.073 0.646 1.027
7 C 1.989 -0.777 0.864
8 H -1.465 1.662 4.292
9 H 0.132 1.375 3.676
10 H -0.908 0.005 3.836
11 H -1.357 2.298 1.928
12 H -2.060 0.671 1.698
13 H 2.866 -1.146 0.333
14 H 1.196 -0.919 0.130
15 H 1.817 -1.364 1.766
16 C -0.775 -2.060 -5.842
17 Br -1.823 -2.034 -4.128
18 Br 0.790 -0.853 -5.801
19 Br -1.872 -1.606 -7.382
20 H -0.451 -3.093 -5.970

***

The relative energies come out as run a 0.0; run b 4.6, with values in kcal/mol.

***

Run a
Here is a 2-piece molecular cluster, C5H14NO2 overall from the OMol25 dataset. Energies are from wB97M-V/def2-TZVPD.

* net charge: +1
* E_HOMO: -13.48 eV
* orbital gap: 10.0 eV
* lowest unoccupied orbital energy: -3.5 eV

Positions of all 22 atoms, in Å:
1 C 0.357 0.503 1.933
2 C -1.299 -2.396 -0.479
3 C -1.402 1.634 -1.127
4 C 2.382 0.954 0.046
5 C 0.075 0.954 0.602
6 N -0.220 -1.457 -0.542
7 O -1.104 1.320 0.273
8 O 0.974 1.119 -0.325
9 H 1.080 -0.321 1.981
10 H 0.829 1.213 2.502
11 H -0.665 0.069 2.389
12 H -2.345 -1.953 -0.471
13 H -1.444 -3.076 -1.391
14 H -1.144 -3.011 0.423
15 H -1.852 0.762 -1.703
16 H -0.509 1.675 -1.706
17 H -2.068 2.542 -0.940
18 H 2.455 0.050 0.719
19 H 2.681 1.802 0.607
20 H 2.794 0.871 -0.945
21 H 0.600 -2.117 -0.364
22 H -0.175 -1.135 -1.484

***

Run b
Here is a 2-piece molecular cluster, C5H14NO2 overall from the OMol25 dataset. Energies are from wB97M-V/def2-TZVPD.

* net charge: +1
* E_HOMO (alpha / beta): -11.55 / -12.17 eV
* orbital gap (alpha / beta): 7.4 / 8.6 eV
* lowest unoccupied orbital energy (alpha / beta): -4.2 / -3.6 eV

Positions of all 22 atoms, in Å:
1 C 2.666 -0.175 0.298
2 C -2.172 -1.433 -0.192
3 C 0.519 0.427 -1.012
4 C 1.178 -0.427 -0.021
5 C -1.987 -0.037 -0.110
6 N 0.263 1.798 -0.526
7 O 0.465 -0.472 1.253
8 O -1.809 0.685 0.987
9 H 3.177 -1.100 0.334
10 H 2.603 0.346 1.247
11 H 3.165 0.579 -0.401
12 H -1.779 -1.906 0.639
13 H -3.302 -1.624 -0.233
14 H -1.854 -1.677 -1.269
15 H 0.717 0.191 -2.094
16 H 1.059 -1.523 -0.422
17 H -2.686 0.610 -0.659
18 H 0.002 2.321 -1.343
19 H 1.002 2.363 -0.122
20 H -0.556 1.838 0.263
21 H 0.471 -1.334 1.742
22 H -1.141 0.549 1.640

***

Run c
Here is a 3-piece molecular cluster, C5H14NO2 overall from the OMol25 dataset. Energies are from wB97M-V/def2-TZVPD.

* net charge: +1
* E_HOMO: -14.21 eV
* orbital gap: 9.5 eV
* lowest unoccupied orbital energy: -4.7 eV

Positions of all 22 atoms, in Å:
1 C 0.378 2.609 -1.211
2 C -0.408 1.702 -0.262
3 C -0.514 0.282 -0.705
4 C -1.245 -0.196 -1.699
5 C 1.018 -0.602 0.979
6 N 0.440 -0.678 -0.150
7 H 0.283 2.232 -2.233
8 H 0.078 3.646 -1.169
9 H 1.444 2.572 -1.026
10 H -0.080 1.765 0.782
11 H -1.407 2.123 -0.129
12 H -1.959 0.444 -2.191
13 H -1.198 -1.209 -2.055
14 H 1.727 -1.370 1.287
15 H 0.709 0.130 1.690
16 H 0.759 -1.346 -0.847
17 H -0.321 0.332 4.207
18 H -1.365 -0.325 3.293
19 O -0.733 0.400 3.337
20 H 1.342 -4.025 -1.211
21 H 0.568 -4.486 0.072
22 O 0.485 -4.001 -0.759

***

The relative energies come out as run a 25.1; run b 80.4; run c 0.0, with values in kcal/mol.